The following is a DFT calculation (wB97M-V/def2-TZVPD) of C3H7BiO3 as an isolated structure in a non-equilibrium geometry.

The total energy is -558.00637 hartree. Its HOMO-LUMO gap is 7.134 eV. The molar mass comes out at 300.1 g mol⁻¹. The charge is +2. The relative energy (zero: lowest compared OMol25 entry of this formula, charge and spin) is 0.487 eV.

XYZ file:
```
14
C3H7BiO3, DFT wB97M-V/def2-TZVPD
O 0.1602 -1.5772 -0.9605
C 0.3640 -0.6124 -1.8446
C 0.4964 0.6761 -1.4731
O 0.5536 0.8857 -0.0846
C 0.9948 2.1640 0.3577
Bi 0.0031 -0.8742 0.8331
H 0.5427 -0.8880 -2.8911
H 0.7329 1.5270 -2.1070
H 0.9219 2.1716 1.4499
H 2.0360 2.3175 0.0448
H 0.3538 2.9509 -0.0604
O -1.1128 -0.4444 2.4510
H -2.0400 -0.7219 2.5835
H -0.9466 0.2827 3.0625
```

The following is a DFT calculation (wB97M-V/def2-TZVPD) of one molecule with the formula C16H24N4O.

As for the SMILES: O=C(CN1CCN(c2ccccn2)CC1)NC1CCCC1. The total energy is -918.36253 hartree. Its HOMO-LUMO gap is 8.478 eV. The molar mass comes out at 288.4 g mol⁻¹. The charge is 0. The relative energy (zero: lowest compared OMol25 entry of this formula, charge and spin) is 0.000 eV.

XYZ file:
```
45
C16H24N4O, DFT wB97M-V/def2-TZVPD
O -0.7956 -1.6016 -1.2701
C -0.1476 -0.6807 -1.7281
C 1.0410 -0.8908 -2.6791
N 2.3408 -1.0903 -2.0654
C 2.5561 -2.3773 -1.4445
C 1.7836 -2.5522 -0.1230
N 1.7416 -1.2841 0.5701
C 0.8175 -0.9809 1.5173
C -0.2016 -1.8774 1.8959
C -1.1138 -1.4778 2.8439
C -0.9998 -0.2185 3.4271
C 0.0469 0.5785 3.0113
N 0.9239 0.2269 2.0860
C 2.8306 -0.3861 0.2781
C 2.8308 -0.0116 -1.2170
N -0.4098 0.6104 -1.4426
C -1.4502 1.0206 -0.5302
C -2.7974 1.3187 -1.2196
C -3.4243 2.4795 -0.4277
C -2.4636 2.7549 0.7360
C -1.1074 2.3175 0.1979
H 1.1259 -0.0323 -3.3542
H 0.8286 -1.7798 -3.2785
H 2.2615 -3.1615 -2.1441
H 3.6328 -2.4671 -1.2710
H 2.2674 -3.3241 0.4950
H 0.7643 -2.8685 -0.3495
H -0.2773 -2.8540 1.4509
H -1.9109 -2.1453 3.1398
H -1.6941 0.1193 4.1798
H 0.2042 1.5638 3.4355
H 3.7786 -0.8742 0.5403
H 2.7063 0.4992 0.9006
H 2.2240 0.8794 -1.3765
H 3.8589 0.2210 -1.5252
H 0.0796 1.3444 -1.9303
H -1.5738 0.2044 0.1874
H -2.6202 1.6063 -2.2572
H -3.4301 0.4338 -1.2257
H -4.4228 2.2334 -0.0702
H -3.5075 3.3651 -1.0587
H -2.7250 2.1373 1.5960
H -2.4775 3.7989 1.0451
H -0.7339 3.0529 -0.5196
H -0.3605 2.1699 0.9740
```

The following is a DFT calculation (wB97M-V/def2-TZVPD) of C21H44GeN4O7SSi3Y as an isolated structure in a non-equilibrium geometry.

The total energy is -4954.30736 hartree. Its multiplicity is 2. As for the expectation value of S²: 0.753. Its HOMO-LUMO gap (alpha / beta) is 7.567 / 5.351 eV. The molar mass comes out at 742.4 g mol⁻¹. The charge is 0. The relative energy (zero: lowest compared OMol25 entry of this formula, charge and spin) is 1.563 eV.

XYZ file:
```
82
C21H44GeN4O7SSi3Y, DFT wB97M-V/def2-TZVPD
Y 0.0017 -0.5240 0.1529
N -2.3805 -0.7136 0.9977
C -2.3358 -0.5265 2.4797
C -0.9525 -0.8224 3.0454
O -0.8380 -1.2901 4.1495
O 0.0447 -0.4947 2.2354
H -3.1872 -0.2483 0.6194
H -2.5276 -1.7022 0.7996
H -3.0424 -1.1479 3.0140
H -2.5403 0.5174 2.7166
C -1.0302 -3.8295 -3.0922
C -0.4979 -2.7707 -2.1957
N -1.0607 -2.4440 -1.0923
O -2.1622 -3.1505 -0.6961
C 0.7352 -1.9814 -2.5164
C 1.7015 -2.2681 -3.6096
N 0.9354 -1.0162 -1.7012
O 1.9873 -0.2508 -1.6971
H -1.0207 -4.8109 -2.6058
H -0.4662 -3.9051 -4.0171
H -2.0758 -3.6063 -3.3342
H -2.0903 -4.0679 -1.0221
H 1.2607 -2.8398 -4.4238
H 2.5620 -2.8290 -3.2221
H 2.0892 -1.3228 -3.9922
C 1.5374 4.5731 2.4639
Si 1.0437 2.7795 2.4819
C 2.5753 1.7273 2.6986
C -0.1590 2.4961 3.8645
Ge 0.1445 2.2106 0.3238
Si -2.0798 2.9483 -0.1849
C -2.0145 4.7187 -0.7393
C -2.7106 1.8866 -1.5916
C -3.2660 2.8334 1.2416
Si 1.6603 3.0184 -1.3706
C 1.6379 4.8743 -1.2000
C 0.9834 2.5487 -3.0361
C 3.3935 2.4397 -1.1060
H 1.7499 4.8853 3.4976
H 0.7461 5.2254 2.0652
H 2.4438 4.7278 1.8629
H 2.7937 1.5666 3.7635
H 3.4474 2.2012 2.2318
H 2.4329 0.7479 2.2433
H 0.2211 2.9781 4.7754
H -0.2783 1.4261 4.0750
H -1.1466 2.9239 3.6446
H -1.4748 4.8249 -1.6902
H -1.5210 5.3577 0.0075
H -3.0423 5.0812 -0.8779
H -2.2902 2.2296 -2.5469
H -3.8049 1.9316 -1.6638
H -2.4292 0.8364 -1.4740
H -2.8213 3.1877 2.1819
H -3.6266 1.8082 1.4034
H -4.1362 3.4647 1.0194
H 0.6219 5.2912 -1.1947
H 2.1806 5.3001 -2.0590
H 2.1450 5.1968 -0.2795
H 0.1067 3.1655 -3.2898
H 0.6946 1.4911 -3.0558
H 1.7472 2.7036 -3.8133
H 3.7566 2.7238 -0.1070
H 4.0446 2.9152 -1.8541
H 3.4599 1.3522 -1.2133
N 2.0668 -1.9302 0.9250
C 1.4544 -3.2245 0.7646
C 1.7489 -4.0236 -0.3288
C 0.9547 -5.1348 -0.5868
C -0.1118 -5.4612 0.2680
C -0.3099 -4.7176 1.4195
C 0.4714 -3.5981 1.6683
S -1.3386 -6.6962 -0.1828
O -1.7087 -6.3085 -1.5523
O -0.6797 -7.9769 -0.1032
O -2.4155 -6.4748 0.7659
H 2.9137 -1.8226 0.3961
H 2.2232 -1.7125 1.8932
H 2.5487 -3.7354 -1.0100
H 1.1272 -5.7436 -1.4724
H -1.1249 -4.9913 2.0840
H 0.3034 -3.0013 2.5614
```